Entry 1:
Here is a single C28H30N4O4 molecule in a non-equilibrium geometry from OMol25. Energies are from ωB97M-V with the def2-TZVPD basis set.

Properties
ΔE to the lowest compared entry with this formula, charge and spin ... 236.6 kJ/mol
Charge ... 0
SMILES ... COc1ccc(NC(=O)c2ccc(-c3ccc(-c4noc(C)n4)cc3C)cc2)cc1OCCN(C)C
HOMO-LUMO gap ... 8.119 eV
HOMO ... -7.84 eV

```
66
Properties=species:S:1:pos:R:3:forces:R:3:mulliken_charge:R:1
O -5.4753 -2.7671 0.0261 0.10 0.21 -0.30 -0.51
O 7.9683 0.0314 -0.2153 0.44 -0.58 0.43 -0.17
O -2.8475 -1.8118 0.6500 -0.39 -0.06 -0.09 -0.32
O -3.6840 4.7414 0.5479 0.12 0.16 0.08 -0.66
N 6.3257 -0.7946 0.9710 0.16 -0.31 0.24 -0.53
N -4.5875 2.7160 0.2926 -0.48 0.48 -0.04 -0.06
N 6.8458 0.6985 -0.5978 -0.94 0.58 -0.35 -0.40
N -0.2968 -2.8311 -0.9123 0.00 -0.04 -0.12 0.07
C 4.1344 1.6811 -0.7601 -0.01 -0.31 0.26 -1.09
C 7.5955 -0.8497 0.7256 -0.54 0.23 -0.05 0.85
C 4.5007 0.6238 0.0702 -0.60 0.34 -0.16 0.21
C -4.7262 1.3277 0.2198 0.01 -0.66 -0.05 0.35
C 0.4184 -1.8166 -1.6555 -0.02 -0.05 0.08 -0.94
C -1.3028 2.9870 1.4079 -0.27 0.01 -0.04 -0.54
C -4.7916 -3.7084 0.8273 0.04 -0.48 0.09 -0.45
C -3.5115 3.5484 0.3985 -0.09 -0.06 -0.03 -0.26
C -6.1565 -0.5506 -0.1966 0.24 -0.16 0.09 -0.75
C -1.5231 -1.3208 0.7259 0.55 -0.06 -0.01 0.11
C 5.8806 0.1882 0.1248 1.23 -0.21 -0.10 0.21
C -0.5520 -2.4896 0.4667 -0.32 0.26 0.11 -1.40
C -2.1384 2.9651 0.2977 0.30 0.23 -0.08 -0.18
C -1.4629 -3.3010 -1.6302 0.12 -0.09 0.01 -0.86
C -3.7049 0.4427 0.5448 0.07 0.02 0.10 -0.26
C 3.5443 0.0167 0.8780 0.32 -0.04 -0.05 -1.12
C 1.8762 1.5432 0.0326 0.24 -0.16 0.07 0.46
C -3.8731 -0.9324 0.4455 -0.15 -0.10 -0.10 0.03
C 2.8318 2.1500 -0.7921 -0.12 -0.06 0.09 1.12
C -1.6535 2.4909 -0.9164 -0.07 0.06 0.13 0.04
C -5.9590 0.8155 -0.1687 0.18 0.03 0.05 -0.66
C -5.1388 -1.4466 0.1107 -0.09 0.10 0.07 0.35
C 0.4843 2.0334 0.1013 -0.18 0.02 0.05 0.56
C 8.6106 -1.7224 1.3497 0.14 -0.03 -0.18 -1.04
C 2.2495 0.4836 0.8584 -0.21 0.15 -0.07 -0.48
C 2.4837 3.3115 -1.6721 0.08 0.01 -0.16 -1.91
C -0.3494 2.0379 -1.0131 -0.01 0.02 0.03 -0.55
C -0.0131 2.5004 1.3152 0.07 -0.03 -0.06 -0.51
H -3.8059 -3.9478 0.4232 -0.14 0.01 0.07 -0.03
H -5.4664 3.2240 0.2794 0.27 0.01 0.04 0.23
H 2.1612 2.9605 -2.6544 -0.05 0.08 -0.03 0.32
H 1.4971 0.0298 1.4913 -0.01 -0.03 0.04 0.57
H -1.1415 -3.6999 -2.5923 -0.05 -0.03 -0.06 0.34
H -0.1934 -0.9320 -1.8970 0.00 0.02 -0.01 0.32
H 1.2868 -1.4890 -1.0848 0.06 0.05 -0.02 0.21
H 8.6592 -1.5272 2.4172 0.03 0.03 0.07 0.27
H 4.8942 2.1435 -1.3681 0.11 0.14 -0.12 0.58
H -1.9300 -4.1041 -1.0611 -0.10 -0.02 -0.04 0.25
H 3.3563 3.9452 -1.8183 0.00 0.05 -0.03 0.50
H -7.1159 -0.9620 -0.4730 -0.06 -0.04 -0.01 0.44
H -6.7676 1.4805 -0.4290 -0.11 0.11 -0.04 0.37
H -1.3383 -0.9030 1.7240 -0.02 0.05 -0.06 0.48
H 8.3333 -2.7665 1.2089 0.03 0.02 -0.01 0.28
H -0.9535 -3.3772 0.9642 0.05 0.04 0.10 0.37
H -2.7641 0.8297 0.8917 0.06 -0.11 0.00 0.84
H 0.0236 1.6745 -1.9602 0.04 -0.02 -0.07 0.59
H 0.4086 -2.2447 0.9248 -0.01 0.01 0.09 0.47
H -4.6823 -3.3527 1.8529 0.01 0.01 0.03 0.29
H 9.5797 -1.5327 0.8943 0.04 -0.07 0.07 0.31
H -1.3581 -0.5311 -0.0174 -0.06 -0.01 0.09 0.10
H -5.4165 -4.6053 0.8177 0.10 0.13 0.05 0.32
H -1.6744 3.3779 2.3445 -0.02 0.04 0.06 0.44
H 3.8369 -0.8026 1.5162 0.01 -0.06 0.07 0.50
H 0.7626 -2.2524 -2.5922 0.05 0.05 -0.09 0.38
H -2.2106 -2.5184 -1.8141 -0.08 0.04 -0.01 0.26
H -2.2964 2.4808 -1.7841 -0.08 -0.03 -0.09 0.43
H 0.6319 2.5046 2.1832 0.04 0.02 0.05 0.51
H 1.6813 3.9059 -1.2455 -0.05 0.10 -0.02 0.35
```
Positions in Å, forces in eV/Å.


Entry 2:
Here is a single C6H10O molecule in a non-equilibrium geometry from OMol25. Energies are from ωB97M-V with the def2-TZVPD basis set.

Properties
ΔE to the lowest compared entry with this formula, charge and spin ... 279.5 kJ/mol
Charge ... 0
SMILES ... O[C@@H]1C=CCCC1
HOMO-LUMO gap ... 9.367 eV
HOMO ... -8.48 eV

```
17
Properties=species:S:1:pos:R:3:forces:R:3:mulliken_charge:R:1
O 0.5323 0.0557 2.2609 0.36 -0.53 -0.19 -0.53
C -0.1940 0.6741 1.1981 0.00 0.38 0.25 -0.06
C -1.1590 -1.0875 -0.4193 -4.57 3.91 3.77 -0.50
C -1.2810 -0.2698 0.7567 2.03 -1.84 -1.07 -0.41
C 1.0770 -0.1134 -0.8378 0.29 0.03 -0.05 -0.65
C -0.1768 -0.7490 -1.4388 1.11 -0.52 -0.67 -0.29
C 0.7078 1.0906 0.0325 -0.04 -0.01 -0.07 -0.63
H 1.6134 -0.8584 -0.2265 -0.11 0.13 -0.15 0.27
H 0.0512 -1.7048 -1.9307 0.32 0.32 -0.22 0.29
H 1.7702 0.1777 -1.6362 -0.08 -0.01 0.18 0.30
H -2.2851 -0.5644 -0.3601 0.79 -2.11 -1.53 0.12
H -2.0633 -0.4796 1.5102 0.26 0.15 -0.67 0.38
H 1.6005 1.5851 0.4356 -0.18 -0.11 -0.05 0.29
H 0.1732 1.8302 -0.5838 0.07 -0.14 0.12 0.33
H -0.6371 1.5631 1.6644 0.06 -0.10 -0.13 0.37
H 0.8571 -0.7997 1.9226 -0.17 0.47 0.29 0.38
H -0.5999 -0.1127 -2.2257 -0.12 -0.03 0.19 0.34
```
Positions in Å, forces in eV/Å.


Entry 3:
Here is CF3MgNO4S3Tl as an isolated structure in a non-equilibrium geometry from OMol25. Energies are from ωB97M-V with the def2-TZVPD basis set.

Properties
ΔE to the lowest compared entry with this formula, charge and spin ... 358.8 kJ/mol
Charge ... -1
HOMO-LUMO gap (alpha / beta) ... 5.869 / 5.869 eV
HOMO (alpha / beta) ... -3.57 / -3.57 eV

```
14
Properties=species:S:1:pos:R:3:forces:R:3:mulliken_charge:R:1
Tl -7.2819 -0.8174 -3.0854 -2.27 -0.31 -1.45 0.50
S -5.4606 -2.9694 -0.4284 2.16 3.03 0.42 0.39
S -6.3458 -0.0777 0.0006 -0.17 -3.29 0.53 0.88
S -5.0711 -2.7512 -3.7109 0.02 -0.61 -0.28 -0.45
Mg -4.3546 -0.8640 -1.9573 -0.09 -0.86 0.34 0.86
F -7.1880 2.3188 0.4336 0.10 0.23 0.38 -0.22
F -7.8006 0.9003 1.9589 -0.10 0.23 0.20 -0.21
F -5.7646 1.6423 1.9472 0.10 0.49 0.36 -0.21
O -5.1545 -1.0158 -3.6783 1.57 1.12 0.35 -0.76
O -5.0221 0.4551 -0.5319 -0.35 -0.46 -0.20 -0.65
O -5.9907 -1.3911 0.9176 0.31 1.51 -1.19 -0.56
O -3.9842 -2.3749 -0.7188 -1.97 -0.93 0.59 -0.47
N -7.4891 -0.3791 -0.8527 0.37 1.15 0.57 -0.59
C -6.7931 1.2945 1.1907 0.32 -1.27 -0.61 0.49
```
Positions in Å, forces in eV/Å.


- Which of these has the highest ΔE to the lowest compared entry with this formula, charge and spin?
  CF3MgNO4S3Tl


- What is the formula in the third record?
  CF3MgNO4S3Tl